DFT (ωB97M-V/def2-TZVPD) results for a molecular structure, C32H26CaIN2OS6Sb in a non-equilibrium geometry.

Its spin multiplicity is 1. The net charge is -2. The calculation puts the lowest unoccupied orbital energy at 3.370 eV. Its energy above the lowest of the compared OMol25 structures with the same formula, charge and spin is 0.590 eV. The HOMO-LUMO gap comes out at 4.68 eV. The calculation puts the highest occupied orbital energy at -1.306 eV.

Geometry (Å):
Ca -1.443 0.332 0.331
S -4.166 -3.752 1.133
C -4.657 -2.612 2.332
C -5.601 -2.746 3.343
C -5.759 -1.722 4.278
C -4.947 -0.578 4.204
C -4.124 -0.373 3.094
C -3.999 -1.387 2.117
N -3.152 -1.380 1.024
C -3.165 -2.535 0.378
C -2.313 -2.783 -0.762
C -2.578 -3.914 -1.528
C -1.708 -4.298 -2.595
C -0.657 -3.447 -2.915
C -0.525 -2.242 -2.205
C -1.342 -1.834 -1.076
H -6.254 -3.612 3.378
H -6.491 -1.862 5.071
H -5.129 0.188 4.900
H -3.614 0.606 2.984
H -3.432 -4.550 -1.338
H -1.923 -5.197 -3.180
H 0.055 -3.690 -3.679
H 0.250 -1.499 -2.603
S 1.136 3.377 3.654
Sb -0.694 2.060 3.247
S -0.166 -0.176 2.716
S -1.724 2.871 1.320
S -2.322 2.031 4.977
I -5.521 4.749 -1.723
C -4.427 2.984 -2.155
C -4.588 2.402 -3.391
C -3.867 1.228 -3.726
C -3.092 0.686 -2.705
N -2.918 1.285 -1.509
C -3.584 2.405 -1.241
H -5.182 2.927 -4.124
H -3.932 0.683 -4.674
H -2.597 -0.245 -2.875
H -3.476 2.695 -0.199
O 0.273 0.971 -1.702
S 1.733 1.054 -1.562
C 2.082 -0.168 -0.307
C 3.475 -0.708 -0.316
C 4.023 -1.231 -1.495
C 5.260 -1.815 -1.463
C 5.964 -1.843 -0.265
C 5.452 -1.307 0.936
C 4.189 -0.731 0.893
C 2.087 2.522 -0.542
C 3.596 2.544 -0.171
C 3.965 2.677 1.186
C 5.270 2.662 1.635
C 6.290 2.642 0.705
C 5.978 2.532 -0.651
C 4.659 2.478 -1.101
H 1.348 -0.923 -0.582
H 1.880 0.302 0.659
H 3.366 -1.144 -2.327
H 5.605 -2.233 -2.336
H 6.935 -2.345 -0.290
H 6.042 -1.384 1.827
H 3.744 -0.319 1.756
H 1.506 2.536 0.388
H 1.826 3.298 -1.177
H 3.120 2.694 1.838
H 5.489 2.736 2.699
H 7.298 2.610 1.090
H 6.708 2.434 -1.432
H 4.470 2.388 -2.168